{"formula": "C49H95BN7O21V", "method": "wB97M-V/def2-TZVPD", "elements": ["O", "V", "O", "N", "O", "O", "O", "N", "O", "O", "O", "O", "C", "O", "B", "O", "C", "O", "O", "C", "O", "C", "O", "O", "C", "C", "C", "C", "C", "C", "N", "O", "C", "C", "C", "H", "H", "H", "H", "H", "H", "H", "H", "H", "H", "H", "H", "H", "H", "H", "H", "H", "H", "H", "C", "C", "C", "C", "C", "C", "N", "O", "C", "C", "C", "H", "H", "H", "H", "H", "H", "H", "H", "H", "H", "H", "H", "H", "H", "H", "H", "H", "H", "H", "C", "C", "C", "C", "C", "C", "N", "O", "C", "C", "C", "H", "H", "H", "H", "H", "H", "H", "H", "H", "H", "H", "H", "H", "H", "H", "H", "H", "H", "H", "C", "C", "C", "C", "C", "C", "N", "O", "C", "C", "C", "H", "H", "H", "H", "H", "H", "H", "H", "H", "H", "H", "H", "H", "H", "H", "H", "H", "H", "H", "C", "C", "C", "C", "C", "C", "N", "O", "C", "C", "C", "H", "H", "H", "H", "H", "H", "H", "H", "H", "H", "H", "H", "H", "H", "H", "H", "H", "H", "H"], "positions_angstrom": [[11.24721, 5.04456, -10.26377], [10.68419, 6.13038, -11.25910], [11.16079, 5.72820, -12.67808], [9.42051, 9.15897, -12.27782], [9.72563, 7.99309, -12.11897], [8.31716, 9.42156, -12.81511], [10.07166, 10.02172, -11.83265], [13.04480, 8.60423, -10.63605], [12.36972, 7.61212, -10.84352], [13.91549, 8.59303, -9.75044], [12.77904, 9.63554, -11.16507], [10.06168, 10.28679, -8.76671], [8.95549, 9.70355, -8.90203], [7.74624, 10.31897, -8.82227], [6.65628, 9.43988, -9.21709], [7.28557, 8.10652, -9.23433], [8.65660, 8.23259, -9.19282], [9.58238, 7.44846, -9.43556], [6.24342, 9.88014, -10.59204], [5.07597, 10.39637, -10.60847], [4.38924, 10.84298, -11.55303], [4.46191, 10.16763, -9.24981], [5.35021, 9.51552, -8.47362], [3.31063, 10.44908, -8.99897], [13.79858, 2.80623, -18.41218], [14.26904, 4.25397, -18.20177], [15.39636, 3.99731, -17.14568], [16.82747, 3.66107, -17.68084], [17.13765, 4.65251, -18.88251], [16.05700, 4.64924, -20.02100], [14.73391, 4.89393, -19.41695], [13.75895, 5.23264, -20.32873], [16.37525, 5.78630, -20.90785], [16.13599, 3.45949, -20.90531], [13.13933, 4.94835, -17.45978], [13.12864, 2.85794, -19.27045], [13.07530, 2.47020, -17.66917], [14.48575, 2.01638, -18.71555], [15.76507, 4.82612, -16.54133], [15.11493, 3.31255, -16.34566], [16.95435, 2.62732, -18.00232], [17.54809, 3.81736, -16.87810], [18.15821, 4.62826, -19.26457], [17.12305, 5.63099, -18.40245], [15.86589, 5.81158, -21.87119], [16.27405, 6.67370, -20.28305], [17.39825, 5.86766, -21.27522], [16.26039, 2.65491, -20.18054], [15.35753, 3.32526, -21.65637], [17.02399, 3.45498, -21.53740], [13.29798, 5.10795, -16.39326], [12.16389, 4.46876, -17.54102], [12.95940, 5.91918, -17.92155], [13.36231, 6.09802, -20.20467], [15.94108, 6.24968, -12.09248], [17.33358, 5.71865, -12.30080], [17.31664, 5.47053, -13.75087], [18.59960, 5.30883, -14.42030], [19.63603, 6.47230, -14.02075], [19.70228, 6.77986, -12.41183], [18.28888, 6.78113, -11.92201], [18.25413, 6.95864, -10.55824], [20.68282, 5.84423, -11.75740], [20.23419, 8.26751, -12.28413], [17.66822, 4.31282, -11.61438], [15.76783, 7.20123, -12.59511], [15.74591, 6.42950, -11.03528], [15.04898, 5.67576, -12.34324], [16.69835, 4.62950, -14.06466], [16.77669, 6.29450, -14.21737], [18.40100, 5.26615, -15.49121], [18.98316, 4.30448, -14.24067], [19.48977, 7.27024, -14.74877], [20.66201, 6.14309, -14.18533], [20.27088, 4.94235, -11.30462], [21.45807, 5.45720, -12.41868], [21.14609, 6.10145, -10.80488], [21.29292, 8.30370, -12.54079], [19.71377, 8.93208, -12.97378], [20.20759, 8.67526, -11.27362], [18.58819, 3.93112, -12.05717], [16.79783, 3.66889, -11.74038], [17.77368, 4.41941, -10.53474], [17.84950, 7.81030, -10.37788], [6.45397, 3.11817, -10.68886], [7.65201, 3.05614, -11.64335], [7.46032, 1.83847, -12.51498], [6.59394, 2.07547, -13.76103], [7.13316, 3.23545, -14.50345], [7.41219, 4.56294, -13.68756], [8.06416, 4.33961, -12.36025], [8.22720, 5.52383, -11.58605], [8.26903, 5.40329, -14.65192], [5.96984, 5.24234, -13.57537], [8.91051, 2.82046, -10.60405], [5.85042, 3.99081, -10.93854], [6.65337, 3.24544, -9.62484], [5.66309, 2.42148, -10.96675], [8.41803, 1.46004, -12.87226], [7.07242, 0.99558, -11.94300], [5.62095, 2.24952, -13.30158], [6.70685, 1.20746, -14.41057], [6.43488, 3.28703, -15.33882], [8.07530, 3.03517, -15.01369], [9.31457, 5.20341, -14.41742], [8.05572, 5.28160, -15.71389], [8.17159, 6.45039, -14.36521], [5.49539, 5.56391, -14.50251], [5.30634, 4.48702, -13.15423], [5.88144, 6.20208, -13.06628], [9.00710, 1.85374, -10.10984], [8.91193, 3.58903, -9.83114], [9.88708, 2.98099, -11.06083], [7.42703, 5.98444, -11.84900], [8.30652, 9.02720, -15.97967], [7.86530, 9.39145, -17.48444], [6.98904, 8.18422, -18.01873], [6.44754, 8.50624, -19.41906], [5.53199, 9.74965, -19.16920], [6.15759, 11.01760, -18.53622], [6.96372, 10.61028, -17.34208], [7.60020, 11.66638, -16.74819], [6.91400, 11.80105, -19.63254], [4.89733, 11.86986, -18.05470], [9.14669, 9.51127, -18.36139], [9.13386, 8.32208, -16.05974], [8.66689, 9.88297, -15.40880], [7.42524, 8.49241, -15.62545], [7.60571, 7.28786, -18.08481], [6.14021, 7.91157, -17.39162], [7.19882, 8.69409, -20.18613], [5.79540, 7.67876, -19.69851], [4.68296, 9.37611, -18.59674], [5.34013, 10.00297, -20.21185], [7.68998, 11.20602, -20.11410], [7.44997, 12.67576, -19.26413], [6.19277, 12.11693, -20.38631], [4.20660, 11.16220, -17.59623], [4.29778, 12.33261, -18.83861], [5.18943, 12.62293, -17.32281], [8.91299, 10.17199, -19.19620], [9.94769, 9.90682, -17.73684], [9.48592, 8.57174, -18.79765], [8.45200, 11.60947, -17.18728], [15.13333, 3.84902, -7.78104], [14.33599, 4.28648, -6.52426], [15.26031, 5.50316, -5.88073], [14.53235, 6.24871, -4.78629], [13.16805, 6.71631, -5.34662], [12.21170, 5.61987, -5.85712], [12.92769, 4.72216, -6.81716], [12.12403, 3.73400, -7.44452], [11.53666, 4.95754, -4.70078], [11.11410, 6.28354, -6.71213], [14.32162, 3.10313, -5.42700], [15.07202, 4.46785, -8.67625], [14.58058, 2.97724, -8.13114], [16.21764, 3.75299, -7.72489], [16.29415, 5.30703, -5.59645], [15.46564, 6.22224, -6.67374], [15.01883, 7.18555, -4.51468], [14.39507, 5.73336, -3.83568], [13.44221, 7.30266, -6.22362], [12.58837, 7.26223, -4.60228], [10.96503, 5.64753, -4.08008], [10.74068, 4.26666, -4.97867], [12.26708, 4.51202, -4.02543], [11.67208, 6.55089, -7.60952], [10.26377, 5.64813, -6.95971], [10.62749, 7.18595, -6.34205], [15.19432, 2.46964, -5.58570], [13.43418, 2.48596, -5.56718], [14.35423, 3.37910, -4.37302], [12.33839, 3.94915, -8.35522]], "lumo_energy_ha": 0.110, "charge": -2, "relative_energy_kcal_mol": 6.2, "homo_energy_ha": -0.1203, "homo_lumo_gap_ev": 6.28}